(1)
A structure of composition C17H20ClN4O9SiYb at a distorted geometry. Source: OMol25; level of theory: ωB97M-V/def2-TZVPD.

Atoms and positions in Å:
O  1.358  -1.244  2.679
H  5.246  1.219  1.013
H  -0.951  -3.586  1.167
C  -0.230  -2.718  -2.006
C  3.281  0.484  1.477
C  2.225  -0.995  -1.833
H  2.279  4.891  -2.208
N  1.485  1.589  0.407
C  -0.579  1.236  -3.362
C  -4.513  0.298  0.463
C  0.778  -0.226  1.889
H  -0.855  -3.490  -1.573
H  1.383  -3.973  0.717
C  3.704  2.365  0.027
C  -3.985  -2.067  1.172
N  -1.080  0.519  -2.474
H  2.607  -3.768  -0.537
H  -5.069  -2.238  1.308
N  0.032  -1.140  0.512
O  -3.193  5.043  1.451
O  -2.893  2.698  1.941
C  4.187  1.347  0.826
H  4.346  3.091  -0.487
C  1.895  0.646  1.244
O  -0.201  0.435  2.349
C  -3.035  -3.061  1.325
O  -2.689  3.380  -0.379
Yb  -0.931  1.612  0.195
C  1.784  3.420  -1.156
O  -0.001  1.904  -4.201
H  -4.118  0.874  -0.367
H  2.726  -2.778  0.880
H  -5.510  -0.061  0.207
H  3.672  -0.278  2.176
O  0.593  3.538  -1.430
C  2.341  2.405  -0.235
H  1.757  -0.207  -2.412
H  1.391  -2.073  2.150
C  -1.695  -2.786  1.068
O  -0.978  4.006  1.196
O  2.733  4.254  -1.621
N  -2.250  -0.494  0.594
C  -1.292  -1.451  0.751
H  -4.537  0.972  1.311
H  3.069  -0.558  -1.302
Si  0.974  -1.962  -0.764
C  2.019  -3.249  0.204
H  -0.860  -1.923  -2.405
H  -3.346  -4.080  1.602
H  0.302  -3.146  -2.847
C  -3.545  -0.793  0.741
H  2.632  -1.724  -2.537
Cl  -2.464  3.844  1.095

Calculated values
Largest force on an atom   3.6 eV/A
ΔE to the lowest compared entry with this formula, charge and spin   92.68 kJ/mol
DFT total energy   -94267.9703 eV
2S+1   2
Expectation value of S²   0.751


(2)
A structure of composition C10H17N3O at a distorted geometry. Source: OMol25; level of theory: ωB97M-V/def2-TZVPD.

Atoms and positions in Å:
C  3.024  1.601  0.267
N  1.024  0.389  -0.196
C  -2.473  0.675  -0.573
C  -1.014  2.640  -0.492
H  0.110  2.960  -0.426
C  -1.297  1.183  0.005
H  -1.341  2.672  -1.545
H  -0.114  0.229  -2.019
H  -1.402  -1.620  -0.990
H  3.910  1.205  -0.264
H  -1.633  3.302  0.140
C  -0.087  -1.081  1.893
C  -0.363  -1.445  -0.794
H  1.404  -1.705  -1.815
H  0.641  -3.245  -1.646
H  1.216  -2.096  0.681
H  -0.155  -1.822  2.858
C  -1.409  -0.288  1.859
H  -1.958  -0.052  2.837
C  -0.044  0.051  -0.965
N  1.846  1.311  -0.563
H  -0.499  -2.907  0.629
H  3.043  2.656  0.474
C  0.446  -2.227  -1.875
C  0.081  -1.963  0.621
H  3.174  1.091  1.313
O  -1.196  1.057  1.372
H  0.714  -0.375  2.019
N  -3.432  0.407  -1.122
H  -2.215  -0.704  1.138
H  0.000  -1.899  -2.823

Calculated values
Largest force on an atom   5.9 eV/A
ΔE to the lowest compared entry with this formula, charge and spin   360.16 kJ/mol
DFT total energy   -17158.8314 eV


(3)
The ion C7H10Cl2NO with charge +1 at a distorted geometry. Source: OMol25; level of theory: ωB97M-V/def2-TZVPD.

Atoms and positions in Å:
H  0.222  3.479  -0.492
C  -1.876  0.879  -0.063
H  2.000  1.908  -0.900
H  1.755  -0.466  -0.793
H  1.247  -0.839  1.858
C  0.799  0.072  -0.790
H  -0.393  -0.346  2.322
Cl  -0.010  -0.297  -2.370
H  -0.459  -3.597  -0.063
Cl  -3.058  -0.169  0.120
C  1.000  1.552  -0.706
O  -0.670  -1.622  0.115
H  0.978  -2.809  0.623
C  0.012  2.422  -0.492
C  -1.383  2.060  -0.306
H  -2.091  2.881  -0.408
H  0.626  -2.685  -1.135
N  -0.071  -0.390  0.274
C  0.194  -2.731  -0.133
H  0.762  0.862  1.719
C  0.418  -0.163  1.620

Calculated values
Largest force on an atom   2.5 eV/A
ΔE to the lowest compared entry with this formula, charge and spin   135.73 kJ/mol
DFT total energy   -35991.9670 eV
Total charge   +1


(4)
A cluster of 2 separate species, C4H12N4 in total. Source: OMol25; level of theory: ωB97M-V/def2-TZVPD.

Atoms and positions in Å:
H  2.935  -1.149  1.113
H  -0.164  1.168  1.347
H  -1.254  -2.381  -1.038
H  -2.992  -0.178  -1.953
H  2.612  -0.678  2.760
H  -1.115  0.927  -3.822
H  -2.610  1.489  -3.505
H  1.385  1.926  3.131
H  0.007  -0.023  -1.459
C  2.170  -1.157  1.889
H  -0.492  -1.565  0.149
C  0.789  0.715  1.631
H  1.805  2.423  1.665
N  -1.757  1.158  -3.078
C  -1.008  -0.416  -1.404
N  -1.253  -1.509  -0.522
C  -1.964  0.128  -2.139
H  1.950  -2.192  2.139
N  0.946  -0.511  1.425
N  1.756  1.588  2.245

Calculated values
Largest force on an atom   0.5 eV/A
ΔE to the lowest compared entry with this formula, charge and spin   165.17 kJ/mol
DFT total energy   -10301.5597 eV


(5)
A structure of composition C34H56N3OP2Sr at a distorted geometry. Source: OMol25; level of theory: ωB97M-V/def2-TZVPD.

Atoms and positions in Å:
H  2.808  -1.221  -5.194
H  3.548  4.382  1.868
H  2.760  -0.312  -1.615
H  -3.152  -0.270  -0.505
C  0.344  1.542  3.708
H  -0.222  0.807  -6.062
H  -0.632  3.428  3.140
H  -3.109  0.356  -2.840
H  -1.008  4.601  -2.091
H  2.209  0.958  2.670
H  -0.859  -1.597  -5.311
H  5.822  3.803  0.479
H  -0.728  2.216  -5.105
C  -1.532  0.297  -4.377
H  -2.013  0.147  5.593
C  -2.879  0.802  -3.817
H  -3.660  0.474  -4.516
H  -1.118  2.087  5.263
C  -1.745  -1.156  -4.844
C  -1.504  -3.063  -1.088
C  3.559  2.179  0.414
C  1.782  0.978  3.682
C  2.585  1.154  -3.896
H  -2.572  5.366  -0.288
H  1.266  -1.977  -4.704
C  -1.646  -0.982  3.728
H  -2.986  0.709  1.830
C  3.787  3.614  -0.135
N  2.938  1.179  0.389
N  -1.727  -1.780  -0.728
H  0.585  2.887  1.976
H  -5.085  -1.712  -1.088
H  -2.970  -2.639  3.403
C  -1.351  3.930  -1.318
H  3.431  3.133  -2.219
H  -2.547  -1.160  -5.594
H  0.068  -2.356  3.651
C  -0.585  -1.879  4.397
H  3.534  0.891  -4.404
H  2.036  1.885  -4.508
H  2.431  1.605  4.317
H  -2.289  -4.953  -1.732
C  1.765  -1.013  -4.893
H  -1.114  -2.675  4.942
C  -3.002  -1.322  -0.770
C  -4.084  -2.135  -1.117
C  5.248  3.877  -0.438
H  -3.270  0.368  4.345
H  3.584  -1.119  -2.937
H  -4.679  -4.115  -1.774
O  2.511  -3.947  1.001
H  1.957  3.529  -1.252
H  0.046  -1.336  5.115
C  -2.197  4.345  -0.319
H  3.043  4.787  -1.799
H  -1.922  -2.330  1.999
C  2.577  -0.901  -2.536
C  -1.052  1.244  -5.499
H  1.090  3.573  3.527
C  -2.536  -3.928  -1.465
C  -0.401  2.068  -2.637
H  1.825  -0.048  4.076
H  -2.914  1.895  -3.740
H  -3.146  -1.166  5.235
C  1.806  -3.057  0.833
P  -0.144  0.364  -3.059
H  -2.071  -1.791  -4.011
H  5.579  3.122  -1.148
H  2.831  1.630  -2.937
C  1.801  -0.133  -3.638
H  -0.462  -3.404  -1.074
H  -2.400  2.032  2.832
H  -3.330  -1.278  2.335
H  3.481  5.600  0.554
Sr  0.546  -0.236  -0.143
H  1.278  -0.509  -5.739
C  -2.511  -1.850  2.792
N  -1.128  1.776  -0.302
H  -0.002  2.838  -3.315
H  0.578  2.455  5.634
C  0.338  2.926  3.044
P  -0.758  0.292  2.673
H  2.104  4.522  0.802
H  -3.224  3.675  1.465
C  -3.853  -3.463  -1.484
C  3.192  4.595  0.858
C  -2.562  -0.349  4.784
C  -0.091  1.709  5.168
C  -1.890  2.193  0.727
C  -2.103  1.340  2.023
H  2.138  -1.876  -2.270
H  0.007  0.782  5.750
H  -1.875  1.447  -6.198
H  5.417  4.875  -0.852
C  -0.968  2.577  -1.422
C  -2.561  3.408  0.653
C  3.004  3.763  -1.436

Calculated values
Largest force on an atom   3.4 eV/A
DFT total energy   -62093.3730 eV
Total charge   +1